[1]
This record from OMol25 describes a 8-piece molecular cluster, C8H16Cl16 overall in a non-equilibrium geometry. The level of theory is wB97M-V/def2-TZVPD.

Geometry as XYZ:
```
40
Properties=species:S:1:pos:R:3:mulliken_charge:R:1
C -0.201 -4.350 -0.406 0.061
Cl 1.532 -4.446 -0.803 -0.155
Cl -0.362 -4.417 1.355 -0.168
H -0.674 -3.395 -0.640 -0.098
H -0.778 -5.166 -0.840 0.349
C 0.232 3.781 3.425 -0.186
Cl 1.829 3.599 2.740 -0.113
Cl -0.426 5.429 3.192 -0.172
H -0.469 3.150 2.933 0.148
H 0.327 3.655 4.475 0.325
C 0.270 0.390 -4.072 -0.221
Cl 1.025 -1.146 -3.458 -0.143
Cl -1.479 0.202 -4.137 -0.148
H 0.520 1.219 -3.416 0.114
H 0.702 0.608 -5.038 0.402
C -3.432 -3.350 0.311 -0.016
Cl -3.091 -1.922 -0.735 -0.130
Cl -3.620 -4.814 -0.645 -0.148
H -2.558 -3.513 0.907 -0.025
H -4.373 -3.147 0.793 0.348
C 3.273 -2.716 2.320 0.222
Cl 3.258 -3.649 3.859 -0.178
Cl 3.995 -1.108 2.496 -0.142
H 3.902 -3.306 1.667 0.250
H 2.300 -2.784 1.839 -0.166
C 3.282 2.777 -0.755 -0.008
Cl 4.393 3.984 -1.364 -0.161
Cl 2.888 1.512 -1.943 -0.143
H 3.749 2.231 0.042 0.203
H 2.317 3.245 -0.432 0.103
C -3.792 3.296 -0.575 -0.213
Cl -3.188 2.498 -2.067 -0.110
Cl -3.438 5.026 -0.490 -0.152
H -4.855 3.138 -0.597 0.330
H -3.244 2.795 0.187 0.149
C 0.064 0.042 -0.169 0.443
Cl -0.386 1.789 0.068 -0.163
Cl 0.215 -0.809 1.353 -0.151
H -0.742 -0.395 -0.733 -0.103
H 1.036 0.069 -0.648 -0.037
```

Its electronic energy is -7677.46091 hartree. Its maximum force is 1.3 eV/Å. Its net charge is 0. Its HOMO-LUMO gap is 11.239 eV. The calculation puts the relative energy (zero: lowest compared OMol25 entry of this formula, charge and spin) at 0.463 eV.

[2]
This record from OMol25 describes one molecule with the formula C10H17N in a non-equilibrium geometry. The level of theory is wB97M-V/def2-TZVPD.

Geometry as XYZ:
```
28
Properties=species:S:1:pos:R:3:mulliken_charge:R:1
C -1.210 0.083 0.024 1.200
C -0.689 -0.197 1.471 -1.560
C 0.872 -0.131 1.380 0.452
C 1.326 -1.263 0.495 -1.250
C 0.675 -1.193 -0.866 0.595
C 0.981 0.154 -1.553 -1.038
C 0.731 1.352 -0.598 0.109
C 1.348 1.199 0.872 -1.001
C -0.811 1.479 -0.448 -1.268
C -0.713 -1.110 -0.673 -1.430
H -3.335 0.279 -0.592 0.251
H -2.822 -0.923 0.506 0.288
H -0.846 -1.133 1.841 0.658
H -0.967 0.545 2.234 0.447
H 1.422 -0.283 2.326 0.208
H 1.133 -2.350 0.848 0.358
H 2.383 -1.136 0.334 0.451
H 0.835 -2.175 -1.458 0.259
H 0.331 0.251 -2.562 0.379
H 2.070 0.185 -1.997 0.309
H 1.217 2.238 -1.037 0.302
H 2.508 1.103 0.645 0.327
H 1.126 2.227 1.358 0.358
H -1.347 1.841 -1.375 0.441
H -1.036 2.262 0.372 0.314
H -1.198 -1.906 -0.015 0.412
H -1.257 -1.454 -1.687 0.170
N -2.727 0.058 0.157 -0.739
```

Its electronic energy is -445.92251 hartree. Its maximum force is 7.5 eV/Å. Its net charge is 0. Its HOMO-LUMO gap is 9.815 eV. The calculation puts the relative energy (zero: lowest compared OMol25 entry of this formula, charge and spin) at 2.850 eV.

[3]
This record from OMol25 describes a 3-piece molecular cluster, C5H17N2O overall in a non-equilibrium geometry. The level of theory is wB97M-V/def2-TZVPD.

Geometry as XYZ:
```
25
Properties=species:S:1:pos:R:3:mulliken_charge:R:1
C -1.204 1.010 1.544 -1.266
C -0.967 0.837 0.007 -0.323
C -1.683 -0.356 -0.472 -0.673
C -0.839 -1.656 -0.725 -0.540
C 1.478 -1.873 -1.807 -0.805
N 0.259 -1.001 -1.583 -0.225
N 1.574 -0.039 1.514 -0.612
H -0.383 1.490 2.125 0.482
H -1.567 0.050 1.955 0.428
H -2.146 1.574 1.669 0.399
H -1.085 1.776 -0.516 0.625
H -2.174 -0.118 -1.422 0.364
H -2.522 -0.748 0.139 0.475
H -0.555 -2.015 0.265 0.312
H -1.320 -2.459 -1.291 0.473
H 1.863 -2.279 -0.842 0.313
H 1.129 -2.714 -2.448 0.315
H 2.312 -1.332 -2.345 0.316
H 0.518 -0.111 -1.133 0.229
H 1.905 0.923 1.563 0.315
H 0.649 -0.008 1.061 0.114
H 1.508 -0.408 2.411 0.278
H 0.359 2.838 0.152 0.264
H 1.622 3.598 -0.272 0.327
O 1.269 3.022 0.451 -0.585
```

Its electronic energy is -385.02408 hartree. Its maximum force is 6.2 eV/Å. Its net charge is +1. Its HOMO-LUMO gap is 5.887 eV. The calculation puts the relative energy (zero: lowest compared OMol25 entry of this formula, charge and spin) at 5.896 eV.

[4]
This record from OMol25 describes C48H36Cl2MnN4O2S5Sb2 as an isolated structure. The level of theory is wB97M-V/def2-TZVPD.

Geometry as XYZ:
```
100
Properties=species:S:1:pos:R:3:mulliken_spin:R:1
Mn -0.681 -2.104 1.636 4.178
O 6.151 -0.396 4.800 0.009
N 5.634 -1.271 4.090 0.003
O 6.311 -2.205 3.637 0.008
C 4.260 -1.188 3.790 0.003
C 3.558 -0.102 4.325 0.008
C 2.232 0.135 4.078 0.004
C 1.480 1.211 4.701 -0.002
C 0.209 1.415 4.370 0.004
C -0.490 0.639 3.293 0.019
N 0.265 -0.535 2.809 0.040
C 1.502 -0.720 3.190 -0.012
C 2.204 -1.900 2.695 -0.035
N 1.449 -2.717 1.939 0.003
C 1.956 -3.844 1.483 0.005
C 3.277 -4.200 1.744 0.001
C 4.080 -3.363 2.477 0.009
C 3.560 -2.158 2.993 -0.009
H 4.104 0.572 4.972 0.001
H 1.970 1.815 5.458 -0.001
H -0.362 2.202 4.853 0.000
H -1.424 0.237 3.692 -0.010
H 1.290 -4.455 0.889 0.000
H 3.665 -5.130 1.349 0.000
H 5.109 -3.614 2.667 0.000
C 1.407 1.908 1.054 -0.030
C 0.135 2.544 1.617 0.055
C -0.917 1.573 2.146 -0.031
Sb -2.605 1.749 -1.323 0.874
C -1.892 0.778 -3.070 0.110
C -1.514 1.409 -4.255 -0.017
C -0.923 0.684 -5.279 -0.018
C -0.690 -0.678 -5.128 0.049
C -1.050 -1.314 -3.948 -0.025
C -1.651 -0.591 -2.927 -0.100
C -2.895 3.691 -2.221 0.042
C -3.555 3.901 -3.433 0.004
C -3.736 5.180 -3.943 -0.012
C -3.259 6.284 -3.248 0.024
C -2.607 6.098 -2.037 -0.014
C -2.432 4.815 -1.533 0.024
Sb 0.961 0.428 -0.452 0.005
C 2.865 -0.561 -0.464 0.001
C 2.999 -1.728 -1.213 -0.001
C 4.230 -2.364 -1.318 0.000
C 5.339 -1.852 -0.660 0.000
C 5.213 -0.702 0.106 0.001
C 3.986 -0.058 0.195 0.003
C 1.423 1.724 -2.111 -0.065
C 2.095 1.279 -3.244 0.005
C 2.274 2.114 -4.339 0.001
C 1.779 3.411 -4.320 0.002
C 1.106 3.870 -3.196 0.004
C 0.934 3.030 -2.104 0.100
H 1.968 1.411 1.845 -0.001
H 2.059 2.668 0.616 -0.005
H -0.345 3.150 0.839 0.003
H 0.414 3.248 2.411 0.000
H -1.768 2.161 2.509 -0.025
H -1.325 0.932 1.361 0.065
H -1.656 2.475 -4.377 -0.002
H -0.621 1.190 -6.189 -0.001
H -0.213 -1.239 -5.924 0.005
H -0.850 -2.367 -3.793 -0.001
H -1.894 -1.109 -2.003 0.008
H -3.929 3.052 -3.994 -0.002
H -4.249 5.315 -4.887 -0.001
H -3.398 7.281 -3.646 0.002
H -2.230 6.950 -1.484 -0.001
H -1.920 4.690 -0.584 -0.002
H 2.133 -2.165 -1.701 0.006
H 4.312 -3.276 -1.899 0.000
H 6.294 -2.360 -0.722 0.000
H 6.066 -0.314 0.651 0.000
H 3.909 0.839 0.798 -0.001
H 2.490 0.269 -3.278 0.000
H 2.796 1.745 -5.214 0.000
H 1.910 4.057 -5.180 0.000
H 0.703 4.876 -3.169 0.001
H 0.402 3.408 -1.236 -0.007
S -5.149 -6.545 -1.620 0.002
C -3.928 -5.663 -0.896 0.003
S -2.782 -4.726 -1.761 -0.002
C -1.804 -4.190 -0.417 0.001
C -2.231 -4.600 0.804 0.022
S -1.490 -4.241 2.341 -0.021
S -3.689 -5.568 0.796 0.000
S -0.439 -3.160 -0.736 0.054
Cl -2.597 -1.918 4.511 0.003
C -3.859 -1.941 3.295 -0.006
C -5.138 -2.224 3.728 0.002
C -6.204 -2.219 2.841 0.005
C -5.949 -1.936 1.503 0.000
C -4.664 -1.679 1.085 -0.026
Cl -4.403 -1.406 -0.622 0.020
C -3.513 -1.647 1.941 0.053
N -2.314 -1.339 1.455 -0.373
H -5.289 -2.443 4.777 -0.001
H -7.206 -2.443 3.179 0.002
H -6.742 -1.944 0.767 0.000
```

The expectation value of S² is 9.066. As for the spin multiplicity: 6. Its electronic energy is -6763.08019 hartree. Its maximum force is 0.3 eV/Å. Its net charge is -2. Its HOMO-LUMO gap (spin up / spin down) is 5.544 / 4.768 eV. The calculation puts the relative energy (zero: lowest compared OMol25 entry of this formula, charge and spin) at 0.456 eV.

- The highest electronic energy belongs to which entry?
  C5H17N2O

- Number 2 is which compound?
  C10H17N

- Which of these has the highest relative energy (zero: lowest compared OMol25 entry of this formula, charge and spin)?
  C5H17N2O

- Among the records above, which one has the lowest relative energy (zero: lowest compared OMol25 entry of this formula, charge and spin)?
  C48H36Cl2MnN4O2S5Sb2